(1)
Computed, not measured: a structure of composition C36H51BF2N4OsP2, with wB97M-V/def2-TZVPD.

XYZ file:
```
97
Properties=species:S:1:pos:R:3
Os 0.512 0.295 0.191
P 1.888 -1.730 -0.131
P -1.973 0.796 -0.440
F 2.226 4.550 3.192
F 1.181 0.610 5.417
N -2.163 -1.289 1.160
N 2.539 1.651 -1.451
N -0.292 -2.615 1.151
N 1.280 3.363 -0.450
C -2.452 0.033 -2.085
C 1.248 4.216 -1.499
C -3.758 0.529 -2.711
C 0.584 -2.996 -2.187
C -2.616 -1.480 -1.879
C -3.882 -4.461 1.807
C -2.319 3.027 1.160
C 2.939 -3.719 -1.877
C 0.991 5.549 -1.328
C 1.178 2.822 1.958
C -2.713 2.513 -0.235
C -4.248 2.546 -0.306
C -1.356 -3.392 1.406
C 1.731 2.606 4.339
C 1.079 3.767 0.825
C -1.294 0.318 -3.049
C 1.518 1.927 -0.762
C 0.730 5.999 -0.038
C 1.991 -2.520 -1.826
C 0.690 0.783 3.139
C -3.816 -3.111 1.606
C 4.164 -2.900 1.145
C 1.199 1.339 4.302
C 4.585 -0.908 -0.305
C -2.712 -5.287 1.816
C 1.086 -3.008 0.965
C -2.971 -0.142 0.819
C 0.768 5.114 1.020
C 3.442 -0.647 1.882
C 0.708 1.481 1.928
C -1.460 -4.776 1.620
C 1.693 3.319 3.159
C -2.140 3.444 -1.302
C 2.412 -1.466 -2.857
C 3.590 -1.558 0.662
C -2.544 -2.552 1.403
B -0.714 -1.215 0.951
H -4.705 -2.496 1.617
H -1.501 -0.145 -4.016
H 2.417 -1.937 -3.842
H 0.297 -0.223 3.204
H -0.123 -2.172 -2.156
H -2.832 -6.347 1.990
H -3.951 -0.435 0.441
H -4.609 0.414 -2.041
H -1.282 2.832 1.415
H 2.827 -4.194 -2.855
H 0.561 5.462 2.019
H -2.623 -1.969 -2.855
H 4.864 -1.574 -1.119
H 5.156 -2.702 1.557
H 1.717 -0.628 -2.880
H -3.567 -1.711 -1.395
H -3.957 -0.084 -3.593
H -1.054 3.452 -1.282
H -2.487 4.106 1.188
H -3.113 0.501 1.689
H -0.348 -0.081 -2.675
H 3.146 2.448 -1.669
H 2.728 -1.033 2.614
H -4.843 -4.928 1.974
H 2.149 3.035 5.238
H -4.631 2.487 -1.318
H 4.412 -0.577 2.379
H -0.584 -5.409 1.639
H 5.497 -0.683 0.252
H 1.171 -4.007 0.536
H 0.971 6.209 -2.183
H -1.161 1.389 -3.215
H -4.575 3.502 0.110
H -4.722 1.767 0.293
H 0.223 -3.800 -1.542
H 0.492 7.039 0.140
H -2.459 3.170 -2.307
H 4.201 0.021 -0.724
H 3.403 -1.063 -2.672
H -3.706 1.563 -3.044
H 0.599 -3.380 -3.209
H -2.487 4.462 -1.114
H -2.943 2.592 1.942
H 4.287 -3.628 0.351
H -1.819 -1.928 -1.290
H 1.605 -3.010 1.924
H 3.983 -3.432 -1.777
H 3.581 -3.352 1.947
H 2.709 -4.476 -1.125
H 1.418 3.763 -2.466
H 3.137 0.363 1.603
```

Computed properties:
* HOMO (spin up / spin down): -12.308 / -13.635 eV
* expectation value of S²: 6.035
* frontier orbital gap (spin up / spin down): 6.70 / 5.70 eV
* spin multiplicity: 5
* net charge: +2

Atomic partial charges in e from the Mulliken method, atoms 1 to 6: Os 1.621; P 0.593; P -0.460; F -0.352; F -0.341; N 0.597

=====

(2)
Computed, not measured: a structure of composition C22H24N6O2ReS2, with wB97M-V/def2-TZVPD.

XYZ file:
```
57
Properties=species:S:1:pos:R:3
Re -0.147 0.660 -0.453
S 0.484 1.276 1.628
S -1.964 -1.425 -0.288
O -0.521 -1.367 -0.814
O -2.942 -1.820 -1.239
N -1.656 2.047 -0.789
N 0.100 0.592 -2.553
N 1.900 1.108 -0.799
N 2.786 1.451 0.184
N -2.021 0.130 0.136
N 2.922 1.911 2.429
C -2.165 -4.842 4.626
C -1.966 -2.363 1.166
C -2.678 1.244 -0.399
C -0.892 0.290 -3.399
C 2.375 0.998 -2.008
C -2.084 -3.959 3.420
C -3.191 3.697 -1.438
C -1.889 3.264 -1.292
C -4.000 1.586 -0.562
C 1.657 0.463 -4.358
C 5.178 0.875 2.484
C -1.120 -3.464 1.256
C 1.369 0.678 -3.020
C -2.912 -2.840 3.298
C -4.240 2.850 -1.091
C 3.804 1.197 -2.357
C 0.628 0.145 -5.230
C 2.234 1.546 1.357
C -2.864 -2.037 2.176
C -1.190 -4.253 2.388
C 4.370 2.159 2.405
C -0.666 0.058 -4.743
H -5.261 3.182 -1.228
H -2.772 -5.722 4.401
H -3.602 -2.598 4.095
H 5.014 0.363 3.432
H -1.498 -0.189 -5.386
H -1.030 3.861 -1.567
H -0.541 -5.114 2.473
H -1.889 0.224 -2.982
H 4.316 1.745 -1.573
H 2.447 1.913 3.317
H 2.676 0.533 -4.710
H -4.796 0.913 -0.278
H 6.240 1.105 2.407
H -1.178 -5.194 4.924
H -0.427 -3.703 0.460
H 0.836 -0.035 -6.276
H -2.623 -4.328 5.468
H 4.288 0.222 -2.463
H 4.583 2.816 3.246
H 4.590 2.710 1.492
H 3.903 1.726 -3.303
H 4.918 0.200 1.670
H -3.384 4.685 -1.831
H -3.512 -1.173 2.092
```

Computed properties:
* HOMO (spin up / spin down): -14.270 / -14.264 eV
* expectation value of S²: 0.757
* frontier orbital gap (spin up / spin down): 6.84 / 6.56 eV
* spin multiplicity: 2
* net charge: +2

Atomic partial charges in e from the natural (NBO) method, atoms 1 to 6: Re 1.301; S 0.087; S 2.301; O -0.890; O -0.840; N -0.462

=====

(3)
Computed, not measured: an isolated molecule of C17H12Cl2FN5O at a distorted geometry, with wB97M-V/def2-TZVPD.

XYZ file:
```
38
Properties=species:S:1:pos:R:3
Cl -0.864 3.104 -1.946
Cl -5.277 1.207 4.835
F -7.203 -0.541 3.574
O -3.127 2.444 -0.094
N 0.938 0.546 -1.644
N -1.742 -0.702 0.607
N -2.720 0.277 0.392
N 2.018 0.213 -0.872
N 5.573 -0.852 1.346
C -4.084 0.790 2.470
C -4.896 -0.678 0.755
C 3.110 -0.258 -1.432
C -6.248 -0.251 2.735
C -1.187 1.673 -1.039
C 6.772 -0.777 -0.667
C 4.378 -0.665 0.714
C 6.697 -1.023 0.650
C 5.531 -0.464 -1.310
C -0.603 -0.582 -0.053
C -5.245 0.606 3.238
C 4.322 -0.431 -0.685
C -5.991 -0.963 1.560
C -0.335 0.582 -0.951
C -3.897 0.121 1.202
C 0.882 0.419 -3.182
C -2.300 1.509 -0.109
H 3.296 -0.337 -2.552
H 1.544 1.239 -3.592
H -4.814 -1.341 -0.111
H 7.566 -1.358 1.226
H 3.448 -0.747 1.216
H 7.720 -0.869 -1.103
H 1.219 -0.613 -3.417
H -3.362 1.415 2.917
H 0.054 -1.510 0.009
H 5.630 -0.371 -2.372
H -0.029 0.704 -3.510
H -6.772 -1.517 1.195
```

Computed properties:
* HOMO: -8.464 eV
* frontier orbital gap: 7.86 eV
* structure (SMILES): CN(/N=C/c1cccnc1)c1cnn(-c2ccc(F)c(Cl)c2)c(=O)c1Cl
* net charge: 0

Atomic partial charges in e from the natural (NBO) method, atoms 1 to 6: Cl 0.095; Cl 0.050; F -0.293; O -0.599; N -0.266; N -0.181

=====

Energy above the lowest of the compared OMol25 structures with the same formula, charge and spin values (in kcal per mole) by entry order: 7.80 2.47 0.00.